[1]
Density functional theory data (ωB97M-V/def2-TZVPD) for an isolated ion of composition C4H8NO2S and charge -1 in a non-equilibrium geometry.

* net charge: -1
* HOMO level: -3.88 eV
* relative energy (zero: lowest compared OMol25 entry of this formula, charge and spin): 148.58 kJ/mol
* HOMO-LUMO gap: 0.269 hartree
* multiplicity: 1
* total energy: -760.65628 hartree

Atoms and positions in Å:
C: 1.9496 1.6580 1.2358
N: 1.7181 0.2797 0.8147
C: 0.2856 -0.0225 0.5185
C: 0.2528 -1.4373 -0.1970
S: -1.4867 -2.1741 -0.3080
C: -0.4116 1.0663 -0.4029
O: -0.1055 2.2088 -0.0181
O: -0.9782 0.7488 -1.4259
H: 1.4906 1.8718 2.1440
H: 1.6241 2.4086 0.4827
H: 3.0403 1.7321 1.3088
H: 2.3457 0.1636 -0.0084
H: -0.0892 -0.1774 1.4106
H: 0.7119 -1.2882 -1.1852
H: 0.7635 -2.0765 0.4618
H: -1.9152 -1.0555 -0.7636

***

[2]
Density functional theory data (ωB97M-V/def2-TZVPD) for the molecule C6H8N2 in a non-equilibrium geometry.

* HOMO level: -9.79 eV
* relative energy (zero: lowest compared OMol25 entry of this formula, charge and spin): 131.52 kJ/mol
* HOMO-LUMO gap: 0.389 hartree
* multiplicity: 1
* total energy: -342.88384 hartree

Atoms and positions in Å:
C: -2.3002 0.2206 0.3875
C: -0.8832 0.1377 0.2951
C: -0.3895 -1.1489 -0.3285
C: 1.0978 -0.8757 -0.5716
C: 1.3030 0.6779 -0.5623
C: 0.2251 1.1904 0.2640
H: -0.5101 -2.0094 0.3225
H: -0.8323 -1.3638 -1.2873
H: 1.3334 -1.3823 -1.4820
H: 1.6687 -1.3458 0.2618
H: 1.3364 1.1224 -1.5405
H: 2.2432 0.8673 -0.0752
H: -0.0778 2.2312 0.1767
H: -0.6929 1.1106 2.0973
N: -3.4351 0.1228 0.5440
N: -0.0866 0.4451 1.4985

***

[3]
Density functional theory data (ωB97M-V/def2-TZVPD) for a 5-piece molecular cluster, C20H42NO22P2S5 overall in a non-equilibrium geometry.

* net charge: -1
* HOMO level: -4.97 eV
* relative energy (zero: lowest compared OMol25 entry of this formula, charge and spin): 916.78 kJ/mol
* HOMO-LUMO gap: 0.240 hartree
* multiplicity: 1
* total energy: -5170.65308 hartree

Atoms and positions in Å:
C: 0.3412 -3.9022 2.9871
C: -0.6127 -2.8150 3.8122
N: -0.0176 -1.9705 4.7525
C: -2.2545 -2.7032 3.5825
C: -2.4980 -1.4720 2.4912
O: -3.9570 -1.1229 2.4577
P: -4.8256 -2.2365 1.3801
P: -5.5679 -0.7110 -0.0178
O: -5.4657 0.9086 0.6163
O: -4.7600 -0.9589 -1.5407
S: -7.4739 -1.1513 -0.3271
O: -3.4681 -2.3564 0.2456
C: -2.2220 -1.8878 0.9065
C: -1.1994 -0.9676 0.0096
C: -1.7925 0.5588 -0.3076
C: -1.3939 1.6241 0.8896
C: -0.3296 2.7510 0.3505
C: 1.1959 2.5874 1.0102
O: 2.2255 3.1493 0.1243
C: 2.7707 2.1586 -0.8129
C: 2.1733 0.6708 -1.1423
O: 3.8700 2.5370 -1.5222
H: 0.6336 -3.3475 1.9793
H: 1.3365 -4.1672 3.5781
H: -0.3157 -4.8536 2.7507
H: -0.7953 -1.3771 5.1672
H: -2.6284 -3.7450 3.1897
H: -2.8176 -2.4690 4.6063
H: -1.8004 -0.6259 2.9431
H: -4.4911 -3.4507 2.0805
H: -5.6809 -3.1279 0.5866
H: -5.9426 -1.9108 2.2778
H: -5.8402 1.5177 -0.1124
H: -5.2282 -1.7474 -1.9769
H: -1.5834 -2.8773 1.0505
H: -0.1268 -0.9392 0.5153
H: -1.0305 -1.4812 -1.0543
H: -2.9821 0.5373 -0.3469
H: -1.3986 0.9157 -1.3723
H: -0.9994 1.1223 1.8715
H: -2.3931 2.2008 1.1914
H: -0.7380 3.8029 0.7405
H: -0.3016 2.8503 -0.8297
H: 1.4124 1.5077 1.4068
H: 1.1744 3.2878 1.9769
H: 1.0624 0.4917 -0.8235
H: 2.3345 0.4027 -2.2913
H: 2.8554 -0.1111 -0.5529
C: 3.9487 6.4001 -3.6600
C: 3.3255 5.0082 -3.5973
O: 2.0681 5.1322 -4.2578
S: 2.1965 6.2534 -5.4354
O: 2.4319 5.5684 -6.6870
O: 1.1440 7.2265 -5.2565
O: 3.6037 6.9147 -4.9451
H: 3.5159 7.0603 -2.9014
H: 5.0350 6.3719 -3.5396
H: 3.1892 4.6587 -2.5711
H: 3.9281 4.2813 -4.1520
C: 0.3673 -8.9548 0.2313
C: -0.7766 -8.0343 -0.1858
O: -0.7984 -6.9987 0.7940
S: 0.7231 -6.7332 1.3182
O: 1.2600 -5.6040 0.5917
O: 0.7307 -6.8170 2.7602
O: 1.3943 -8.0912 0.7157
H: 0.0633 -9.6151 1.0499
H: 0.7374 -9.5572 -0.6026
H: -1.7375 -8.5532 -0.2199
H: -0.5770 -7.5740 -1.1592
C: -1.8946 10.0960 -4.4778
C: -0.9887 9.0952 -3.7655
O: -1.3480 9.1809 -2.3885
S: -2.9359 9.5365 -2.2763
O: -3.6607 8.3032 -2.0650
O: -3.0859 10.6935 -1.4247
O: -3.1587 9.9986 -3.8238
H: -1.5253 11.1192 -4.3544
H: -1.9983 9.8735 -5.5432
H: 0.0713 9.3220 -3.9023
H: -1.1884 8.0728 -4.1036
C: 4.3852 -4.6710 2.4598
C: 4.4728 -5.6249 3.6481
O: 5.5541 -6.5027 3.3431
S: 6.6670 -5.6894 2.4710
O: 7.7025 -5.2349 3.3724
O: 6.9439 -6.4409 1.2689
O: 5.7354 -4.4098 2.0803
H: 3.8783 -5.1430 1.6120
H: 3.8739 -3.7390 2.7154
H: 3.5491 -6.1887 3.7986
H: 4.7243 -5.0865 4.5680

***

[4]
Density functional theory data (ωB97M-V/def2-TZVPD) for a 5-piece molecular cluster, C29H34N3O6 overall in a non-equilibrium geometry.

* net charge: +1
* HOMO level: -10.08 eV
* relative energy (zero: lowest compared OMol25 entry of this formula, charge and spin): 60.41 kJ/mol
* HOMO-LUMO gap: 0.267 hartree
* multiplicity: 1
* total energy: -1740.61373 hartree

Atoms and positions in Å:
C: 0.1269 4.0149 0.3276
C: -1.1651 3.2219 -0.2234
N: -1.4171 2.0359 0.4076
C: -2.3941 1.9359 1.3796
C: -2.5281 0.4839 1.5976
N: -1.5951 -0.1401 0.7466
C: -0.9581 0.8079 -0.0084
C: -1.3921 -1.5331 0.4976
H: 0.2609 4.1149 1.4026
H: 0.2309 4.9979 -0.0824
H: 1.1359 3.2249 0.2226
H: -0.8501 2.9829 -1.2364
H: -1.9601 3.8999 -0.2784
H: -2.8831 2.7909 1.8546
H: -3.0641 -0.1321 2.1686
H: -0.3461 0.5649 -0.9014
H: -2.1431 -2.0021 0.0506
H: -1.3921 -2.0731 1.4546
H: -0.6271 -1.8501 -0.1834
N: -3.2861 -4.4991 -0.1484
C: -2.7001 -4.9961 -1.2334
C: -2.8241 -6.3291 -1.6794
C: -3.7341 -7.1511 -1.0214
C: -4.4911 -6.7091 0.0486
C: -4.1611 -5.4261 0.4526
H: -1.9811 -4.2741 -1.7244
H: -2.5321 -6.7491 -2.5844
H: -3.6081 -8.2801 -1.4074
H: -5.0061 -7.5911 0.5036
H: -4.4491 -5.2681 1.4506
C: 2.2419 -6.6871 -3.6584
C: 2.0879 -5.3771 -2.8694
C: 1.3409 -5.5481 -1.6784
C: 0.6769 -6.7301 -1.5384
C: 0.8159 -7.9061 -2.3604
C: 1.4809 -7.9071 -3.5364
O: 1.5519 -8.9601 -4.3284
O: 1.2199 -4.4931 -0.8564
H: 2.9629 -6.5461 -4.5954
H: 2.5279 -4.4451 -3.0994
H: 0.0319 -6.8261 -0.5524
H: 0.1439 -8.7431 -2.1724
H: 2.2999 -9.0531 -4.8464
H: 1.2869 -3.7531 -1.3964
C: -1.6581 6.9839 5.6286
C: -2.8701 6.0999 5.5236
C: -2.6881 4.7779 4.9836
C: -1.3611 4.3619 4.5056
C: -0.2961 5.2909 4.5456
C: -0.4591 6.5319 5.1516
O: 0.7179 7.2629 5.3046
O: -3.7031 3.9229 4.9866
H: -1.8151 7.9249 6.1106
H: -3.7241 6.4469 6.1346
H: -1.0961 3.4499 4.2046
H: 0.7099 4.8729 4.1166
H: 0.5479 8.1219 5.6306
H: -4.5111 4.2349 5.3006
C: 4.6509 5.2459 -2.7284
C: 3.2699 4.5649 -2.7034
C: 3.2469 3.2039 -2.5084
C: 4.3559 2.3599 -2.4134
C: 5.6489 3.0589 -2.5734
C: 5.7869 4.4479 -2.7274
O: 7.0539 4.9369 -2.5694
O: 2.0109 2.4269 -2.5054
H: 4.6749 6.2879 -2.8214
H: 2.3419 5.2749 -2.5554
H: 4.4749 1.1559 -2.2534
H: 6.6169 2.5299 -2.7914
H: 6.8739 5.7479 -2.8414
H: 2.2659 1.3799 -2.5014

***

> What is the HOMO-LUMO gap in the first record?

0.269 hartree

***

Please write out number 4 again, unchanged.
Density functional theory data (ωB97M-V/def2-TZVPD) for a 5-piece molecular cluster, C29H34N3O6 overall in a non-equilibrium geometry.

* net charge: +1
* HOMO level: -10.08 eV
* relative energy (zero: lowest compared OMol25 entry of this formula, charge and spin): 60.41 kJ/mol
* HOMO-LUMO gap: 0.267 hartree
* multiplicity: 1
* total energy: -1740.61373 hartree

Atoms and positions in Å:
C: 0.1269 4.0149 0.3276
C: -1.1651 3.2219 -0.2234
N: -1.4171 2.0359 0.4076
C: -2.3941 1.9359 1.3796
C: -2.5281 0.4839 1.5976
N: -1.5951 -0.1401 0.7466
C: -0.9581 0.8079 -0.0084
C: -1.3921 -1.5331 0.4976
H: 0.2609 4.1149 1.4026
H: 0.2309 4.9979 -0.0824
H: 1.1359 3.2249 0.2226
H: -0.8501 2.9829 -1.2364
H: -1.9601 3.8999 -0.2784
H: -2.8831 2.7909 1.8546
H: -3.0641 -0.1321 2.1686
H: -0.3461 0.5649 -0.9014
H: -2.1431 -2.0021 0.0506
H: -1.3921 -2.0731 1.4546
H: -0.6271 -1.8501 -0.1834
N: -3.2861 -4.4991 -0.1484
C: -2.7001 -4.9961 -1.2334
C: -2.8241 -6.3291 -1.6794
C: -3.7341 -7.1511 -1.0214
C: -4.4911 -6.7091 0.0486
C: -4.1611 -5.4261 0.4526
H: -1.9811 -4.2741 -1.7244
H: -2.5321 -6.7491 -2.5844
H: -3.6081 -8.2801 -1.4074
H: -5.0061 -7.5911 0.5036
H: -4.4491 -5.2681 1.4506
C: 2.2419 -6.6871 -3.6584
C: 2.0879 -5.3771 -2.8694
C: 1.3409 -5.5481 -1.6784
C: 0.6769 -6.7301 -1.5384
C: 0.8159 -7.9061 -2.3604
C: 1.4809 -7.9071 -3.5364
O: 1.5519 -8.9601 -4.3284
O: 1.2199 -4.4931 -0.8564
H: 2.9629 -6.5461 -4.5954
H: 2.5279 -4.4451 -3.0994
H: 0.0319 -6.8261 -0.5524
H: 0.1439 -8.7431 -2.1724
H: 2.2999 -9.0531 -4.8464
H: 1.2869 -3.7531 -1.3964
C: -1.6581 6.9839 5.6286
C: -2.8701 6.0999 5.5236
C: -2.6881 4.7779 4.9836
C: -1.3611 4.3619 4.5056
C: -0.2961 5.2909 4.5456
C: -0.4591 6.5319 5.1516
O: 0.7179 7.2629 5.3046
O: -3.7031 3.9229 4.9866
H: -1.8151 7.9249 6.1106
H: -3.7241 6.4469 6.1346
H: -1.0961 3.4499 4.2046
H: 0.7099 4.8729 4.1166
H: 0.5479 8.1219 5.6306
H: -4.5111 4.2349 5.3006
C: 4.6509 5.2459 -2.7284
C: 3.2699 4.5649 -2.7034
C: 3.2469 3.2039 -2.5084
C: 4.3559 2.3599 -2.4134
C: 5.6489 3.0589 -2.5734
C: 5.7869 4.4479 -2.7274
O: 7.0539 4.9369 -2.5694
O: 2.0109 2.4269 -2.5054
H: 4.6749 6.2879 -2.8214
H: 2.3419 5.2749 -2.5554
H: 4.4749 1.1559 -2.2534
H: 6.6169 2.5299 -2.7914
H: 6.8739 5.7479 -2.8414
H: 2.2659 1.3799 -2.5014

***

> Look up the multiplicity of the third one.

1